Record 1
{"formula": "C8H8N2OS", "method": "the ωB97M-V functional and the def2-TZVPD basis", "e_lumo_ev": [-2.133, -2.128], "e_homo_ha": [-0.2738, -0.2739], "de_lowest_ev": 2.798, "symbols": ["N", "H", "C", "C", "H", "H", "H", "N", "C", "S", "C", "C", "C", "C", "H", "O", "H", "C", "H", "H"], "xyz": [[-0.108945, 0.463687, 1.104635], [-0.301508, -0.880401, -3.387164], [0.795042, -1.828206, 2.638834], [-0.065362, 0.712737, -0.257050], [-1.515104, -1.021385, 0.992481], [0.787694, 3.172166, -2.487261], [-0.501532, -1.362919, -0.878555], [-0.868060, -0.429574, 1.558258], [-0.211747, -0.348380, -1.241704], [0.504553, -3.465036, 3.006088], [0.414948, 2.201222, -2.143925], [0.051785, -0.119367, -2.629846], [0.203758, 1.972817, -0.772068], [-0.586939, -1.046962, 2.790953], [0.482823, 1.421703, -4.092971], [1.782631, -1.306939, 2.257748], [-1.358547, -1.822458, 3.064007], [0.421130, 1.153342, -3.026038], [-0.368000, -0.309291, 3.634218], [0.441379, 2.843244, -0.130639]], "atomic_forces_ev_per_a": [[-0.389, 0.274, 0.671], [1.049, 0.743, 1.048], [-1.107, -3.094, 0.319], [-0.467, -1.612, -2.894], [0.607, 0.747, -0.286], [-0.551, -0.237, 0.274], [0.401, 0.838, -0.524], [0.252, -0.555, -0.462], [0.171, 0.195, 0.038], [0.039, -0.075, 0.175], [0.929, 0.054, 1.285], [-1.748, -1.111, 1.346], [1.264, 1.581, 0.164], [-0.687, 0.646, 2.337], [0.374, -0.509, 0.510], [1.167, 2.095, -0.804], [0.780, 1.285, -0.404], [-1.054, 0.304, -1.508], [-0.472, -0.771, -1.255], [-0.558, -0.799, -0.031]], "nbo_charge": [-0.049, 0.237, 0.326, 0.035, 0.394, 0.228, 0.218, -0.152, -0.190, -0.352, -0.206, -0.209, -0.168, -0.371, 0.225, -0.547, 0.270, -0.183, 0.259, 0.235]}

***

Record 2
{"formula": "C8H8N2OS", "method": "the ωB97M-V functional and the def2-TZVPD basis", "e_lumo_ev": [-1.749, -1.741], "e_homo_ha": [-0.2894, -0.2897], "de_lowest_ev": 3.998, "symbols": ["H", "H", "C", "H", "H", "C", "H", "C", "N", "H", "H", "S", "H", "C", "C", "C", "C", "N", "C", "O"], "xyz": [[-0.498082, -2.675688, -1.300383], [-0.941707, -1.260771, -2.577798], [0.795620, -0.665300, 1.698377], [-1.753317, 2.762131, 0.542253], [1.378734, -1.134415, -3.424124], [1.152782, -1.831267, -2.606649], [1.842978, -1.663574, -1.885175], [-0.618452, 2.509565, 2.345186], [-0.146530, -0.732697, -0.815309], [0.828598, 1.410730, 3.708024], [-0.858810, 3.344114, 2.899133], [1.660647, -1.898015, 2.043157], [1.180609, -2.820135, -2.874383], [-1.108590, 2.193814, 1.082342], [-0.924291, 0.298458, -0.639362], [-0.207140, -1.730844, -1.934275], [0.258129, 1.547139, 2.722298], [0.247025, 0.500080, 1.737403], [-0.615285, 0.985898, 0.709888], [-1.672920, 0.860776, -1.430604]], "atomic_forces_ev_per_a": [[0.295, 1.257, -2.116], [-0.698, -0.917, -0.395], [0.559, -0.763, -0.971], [-1.697, 1.282, -1.684], [-0.567, -0.268, 0.102], [-2.287, 1.100, -0.842], [2.377, 0.387, 2.265], [1.889, -1.690, 0.502], [1.223, -1.003, 1.609], [-0.956, 0.127, -1.913], [-0.286, 1.616, 1.152], [-0.679, 0.872, -0.021], [0.779, -2.400, -1.395], [1.199, -2.531, 0.095], [1.503, -0.109, 0.069], [-0.391, 1.495, 2.946], [0.937, -0.513, 2.864], [-0.790, 0.993, -0.701], [-1.471, 0.608, -1.588], [-0.940, 0.455, 0.021]], "nbo_charge": [0.192, 0.226, 0.297, 0.247, 0.210, -0.614, 0.204, -0.207, -0.583, 0.236, 0.231, 0.343, 0.202, -0.231, 0.569, -0.239, -0.068, -0.459, 0.134, -0.690]}

***

Record 3
{"formula": "C8H8N2S2", "method": "the ωB97M-V functional and the def2-TZVPD basis", "e_lumo_ev": -0.162, "e_homo_ha": -0.3213, "de_lowest_ev": 2.560, "symbols": ["C", "H", "C", "H", "H", "C", "C", "H", "N", "S", "S", "H", "H", "H", "H", "C", "C", "C", "N", "C"], "xyz": [[-0.114738, 0.025013, -0.351099], [0.194738, 2.798656, 2.833711], [1.556042, -0.287333, -2.362073], [-1.126278, -2.902576, 2.349484], [0.272789, 0.834692, -3.620360], [-1.002484, 0.326065, 1.016719], [-1.396554, -1.062109, 1.424257], [-1.671085, 0.716356, -1.853669], [-0.381827, 2.325597, 2.035836], [-2.764993, -1.737109, 0.826533], [-0.251853, -1.925076, 2.485362], [-1.942820, 0.891139, 0.825806], [2.236185, -0.400869, -3.243381], [2.775414, -1.127917, -0.878758], [1.001684, 0.740338, 2.151621], [-0.003207, 1.169645, 1.744295], [0.332296, 0.347177, -2.602384], [-0.619942, 0.493699, -1.579903], [1.024216, -0.515611, -0.089581], [1.882416, -0.709776, -1.112416]], "atomic_forces_ev_per_a": [[-3.723, 1.385, 1.292], [-0.634, -0.935, -2.386], [0.460, 0.414, -1.885], [0.016, -1.040, 0.504], [-0.650, -0.863, 1.193], [1.084, -0.697, -2.914], [0.497, 0.232, 0.583], [0.909, 0.370, 0.866], [0.381, 2.041, 2.465], [0.459, 0.183, 0.306], [-0.839, 0.724, -0.783], [1.004, -0.203, -0.107], [-0.460, 0.072, 1.117], [2.563, -1.363, 0.611], [-1.838, 0.298, -0.898], [1.012, -1.088, 2.485], [-0.044, 0.969, -0.821], [1.155, -1.229, -1.361], [1.488, -0.405, -0.415], [-2.840, 1.134, 0.149]], "nbo_charge": [0.280, 0.349, -0.268, 0.151, 0.222, -0.428, -0.218, 0.250, -0.615, -0.011, 0.100, 0.270, 0.223, 0.194, 0.188, 0.136, -0.149, -0.262, -0.459, 0.046]}

***

Record 4
{"formula": "C8H8N3", "method": "the ωB97M-V functional and the def2-TZVPD basis", "e_lumo_ev": -7.482, "e_homo_ha": -0.4927, "de_lowest_ev": 4.605, "charge": 1, "symbols": ["C", "C", "C", "H", "C", "C", "C", "H", "N", "C", "H", "N", "H", "N", "H", "H", "H", "H", "C"], "xyz": [[0.931636, -0.251708, -0.877234], [-1.402574, -0.304821, -0.437179], [-0.409376, 0.887720, 2.229513], [-0.051743, -1.449365, 1.830658], [1.725708, -0.333953, 1.718195], [0.247339, -0.406931, 1.590824], [-1.597210, -0.203611, -1.799340], [-2.544968, -0.124462, -2.142287], [2.337489, -0.223220, -0.512819], [-0.498242, -0.011147, -2.630546], [0.210142, 1.795162, 2.345440], [2.501640, -0.335963, 0.800731], [2.935953, -0.498881, -1.278308], [0.757229, -0.049704, -2.211996], [-0.611484, 0.219643, -3.734643], [-2.086205, -0.354502, 0.364383], [-1.063446, 0.808910, 3.159787], [-1.263042, 1.197284, 1.557825], [-0.118845, -0.360450, 0.026995]], "atomic_forces_ev_per_a": [[-0.590, 0.739, -1.832], [0.902, -0.509, -0.025], [-2.915, -0.036, 0.545], [-0.417, 0.969, 0.975], [2.609, 0.407, -5.998], [-2.498, 0.518, 1.006], [2.070, 0.410, 1.249], [-2.772, 0.127, -1.291], [-1.766, 0.462, 0.064], [-0.014, 0.055, -1.577], [0.203, -0.875, -0.231], [-1.795, -0.817, 2.757], [1.023, -0.195, 0.681], [0.433, -0.322, 2.013], [-0.044, -0.453, 1.506], [-1.651, -0.064, 0.055], [1.576, -0.591, -0.634], [1.213, -0.215, 0.217], [4.432, 0.388, 0.520]], "nbo_charge": [0.320, -0.139, -0.645, 0.290, 0.596, -0.320, -0.222, 0.240, -0.385, 0.079, 0.256, -0.043, 0.464, -0.400, 0.236, 0.236, 0.263, 0.239, -0.066]}

***

Record 5
{"formula": "C8H8N3S", "method": "the ωB97M-V functional and the def2-TZVPD basis", "e_lumo_ev": -5.346, "e_homo_ha": -0.4630, "de_lowest_ev": 3.966, "charge": 1, "symbols": ["C", "N", "C", "C", "H", "C", "S", "H", "H", "C", "C", "N", "H", "H", "C", "N", "H", "C", "H", "H"], "xyz": [[-3.258950, 0.206304, 0.168070], [2.706417, -2.705580, -0.541564], [-1.173736, 1.196374, -0.744025], [-0.961145, -0.955939, 0.327762], [-3.879376, 0.307271, -0.634203], [0.962491, 0.319676, -0.166701], [3.366642, 1.844639, -0.291464], [0.696580, 2.213247, -1.433280], [-1.468698, -1.705579, 0.800298], [2.406077, 0.597431, -0.164835], [0.139713, 1.363172, -0.748960], [3.190469, -0.663773, 0.468616], [3.745140, -0.532871, 1.286851], [0.960884, -1.546682, 0.872423], [0.343963, -0.839413, 0.379733], [3.027376, -1.835361, 0.055043], [-1.783944, 1.974033, -1.084512], [-1.845808, 0.079088, -0.085708], [-3.414451, 1.265423, 0.676069], [-3.759637, -0.581466, 0.860380]], "atomic_forces_ev_per_a": [[-1.342, 0.648, 4.736], [0.122, -1.014, -0.233], [-2.723, -1.610, 1.551], [-4.432, 1.956, -0.256], [-1.387, -0.005, -2.706], [0.432, 1.163, -0.834], [-0.122, 0.204, -0.406], [-1.638, -2.067, 2.268], [-0.828, -2.374, 1.165], [-0.869, -0.947, 1.432], [4.467, 0.159, -1.983], [-0.428, 0.813, -0.311], [0.614, 0.022, 0.541], [-0.011, -0.674, 0.418], [3.723, 2.150, -0.964], [-0.169, 0.199, -0.524], [-0.916, 1.030, -0.725], [3.975, 1.215, -1.429], [0.324, -2.116, -0.616], [1.210, 1.249, -1.124]], "nbo_charge": [-0.668, 0.229, -0.231, -0.233, 0.255, -0.224, 0.274, 0.260, 0.226, -0.002, -0.103, -0.431, 0.456, 0.200, -0.136, 0.259, 0.228, 0.141, 0.255, 0.246]}

***

Record 6
{"formula": "C8H8N4", "method": "the ωB97M-V functional and the def2-TZVPD basis", "e_lumo_ev": [0.317, 0.316], "e_homo_ha": [-0.2702, -0.2702], "de_lowest_ev": 5.707, "symbols": ["H", "C", "H", "C", "H", "C", "H", "C", "N", "C", "N", "H", "H", "C", "H", "C", "N", "N", "C", "H"], "xyz": [[-2.688516, -2.485465, 0.555253], [0.296479, -1.194614, -0.241365], [-0.401145, -3.091908, 0.075218], [-0.681612, -2.077866, 0.091808], [3.551119, -0.239728, 0.206806], [-1.989238, -1.678776, 0.356017], [-0.279227, 0.241388, -1.846294], [1.781899, -1.271372, -0.108116], [-1.582321, 0.404416, -0.316627], [-0.183225, 0.169553, -0.730066], [-2.337748, -0.445249, 0.365468], [-2.511363, 2.340833, 0.246400], [2.365246, 1.982884, 0.698946], [2.476104, -0.158612, 0.068579], [-0.299308, 3.255995, 0.379060], [0.527338, 1.319120, -0.024592], [-0.440447, 2.206615, 0.394119], [-1.708624, 1.783575, -0.177751], [1.827021, 1.198761, 0.188954], [2.277572, -2.259553, -0.181824]], "atomic_forces_ev_per_a": [[-0.334, 0.610, 0.569], [0.245, 0.925, -0.206], [0.128, -1.282, 0.750], [2.634, 0.539, -1.433], [-0.145, 0.228, -0.022], [-0.718, -0.831, -0.195], [1.141, 0.147, 0.686], [-1.732, -1.857, -0.794], [-0.608, -0.052, 0.854], [-0.910, 0.011, 0.392], [-1.447, 0.880, 0.037], [1.191, -2.357, -0.280], [0.234, 0.029, 0.034], [0.113, 2.174, -0.137], [-0.105, -1.964, -0.286], [-0.904, -0.705, -1.027], [0.169, 1.706, 0.607], [-0.167, 2.017, -0.588], [1.607, -0.914, 0.716], [-0.393, 0.695, 0.323]], "nbo_charge": [0.199, 0.006, 0.216, -0.255, 0.215, -0.072, 0.215, -0.257, -0.060, -0.135, -0.195, 0.405, 0.212, -0.176, 0.400, 0.195, -0.455, -0.328, -0.346, 0.220]}